Record 1
29
Properties=species:S:1:pos:R:3:lowdin_charge:R:1 method="wB97M-V/def2-TZVPD" gap_ev=4.5 charge=-3 e_above_lowest_kcal_mol=0.0
Na -0.2416 0.4608 -0.5180 0.424
S 2.9754 1.3614 0.0686 0.281
O 1.9931 0.8597 -0.9406 -0.397
O 3.0998 0.4566 1.2582 -0.424
O 4.2736 1.4384 -0.6341 -0.442
O 2.5058 2.6912 0.5486 -0.421
S -2.8579 -0.6552 -2.9698 0.233
O -1.9989 0.2793 -2.2056 -0.423
O -2.0792 -1.8983 -3.2616 -0.436
O -4.0827 -1.0052 -2.1833 -0.493
O -3.3516 -0.0145 -4.2267 -0.485
C -0.2540 -3.1618 -0.9007 -0.200
O -0.1812 -1.9117 -1.5273 -0.158
H -1.1654 -3.2755 -0.2954 0.072
H -0.2320 -3.9708 -1.6462 0.063
H 0.6193 -3.2533 -0.2477 0.063
H -0.8939 -1.9008 -2.2264 -0.004
C -0.5225 3.4534 1.5161 -0.181
O -0.1302 2.6050 0.4750 -0.164
H 0.3578 4.0177 1.8372 0.076
H -1.2119 4.2087 1.0970 0.061
H -1.1146 2.9532 2.2893 0.065
H 0.8676 2.5708 0.4276 0.016
C 0.3403 -1.1719 2.5972 -0.197
O 0.8198 -0.7063 1.3831 -0.151
H -0.5418 -1.8020 2.4623 0.069
H 1.0826 -1.8147 3.1051 0.067
H 0.1439 -0.3622 3.3175 0.067
H 1.7806 -0.4519 1.4005 0.021

---

Record 2
26
Properties=species:S:1:pos:R:3:lowdin_charge:R:1 method="wB97M-V/def2-TZVPD" gap_ev=7.5 charge=-1 e_above_lowest_kcal_mol=55.1
C -3.6061 0.7159 -0.8938 -0.093
C -0.1525 0.4841 0.5634 -0.148
C -1.5269 0.3360 0.7033 -0.164
C -2.1861 0.3671 -0.6519 -0.239
C -1.1431 0.7042 -1.5382 -0.087
C 0.8049 0.5082 1.6858 -0.020
C 0.2729 0.1856 2.9027 -0.128
C -1.1455 -0.0128 3.0474 -0.114
C -2.0451 0.2790 2.0259 -0.046
N 0.0681 0.8088 -0.8788 0.065
H 1.8384 0.6319 1.4871 0.093
H 0.9432 -0.0935 3.7721 0.107
H 1.0625 0.7633 -1.3650 0.073
H -1.6787 -0.2191 3.9481 0.070
H -1.4082 0.9016 -2.5730 0.113
H -3.0819 0.3207 2.0926 0.073
H -3.5550 1.9123 -0.8071 0.119
H -4.4379 0.4376 -0.2046 0.076
H -3.8874 0.6917 -1.8469 -0.002
C 1.5699 -1.9577 -1.1977 -0.030
C 2.6465 -0.9010 -1.4449 -0.752
O 3.7455 -1.3626 -1.3845 -0.009
O 2.3848 0.2931 -1.8893 -0.124
H 0.7357 -1.7270 -0.4957 0.062
H 1.8936 -2.8043 -0.7063 0.028
H 1.1235 -2.1718 -2.1711 0.076

---

Record 3
74
Properties=species:S:1:pos:R:3:lowdin_charge:R:1 method="wB97M-V/def2-TZVPD" multiplicity=4 gap_ev="6.4 / 7.7" s2=4.22 charge=+1 e_above_lowest_kcal_mol=0.0
Cr -0.1859 -0.2148 0.7941 0.312
C -0.6126 -1.7936 2.4806 -0.284
C 0.7788 -1.8577 1.9804 -0.342
C 0.7473 -0.6241 3.9611 -0.229
C -0.5832 -1.0439 3.7012 -0.202
C 1.5836 -1.1183 2.9313 -0.207
C -1.7284 -2.6874 2.0701 -0.046
H -1.5298 -3.1618 1.1030 0.071
H -2.6632 -2.1184 1.9844 0.081
H -1.8985 -3.4838 2.8066 0.100
C -1.6838 -0.9571 4.6818 -0.019
H -2.6383 -1.2543 4.2396 0.082
H -1.7891 0.0558 5.0877 0.092
H -1.4990 -1.6220 5.5371 0.108
C 1.1965 0.0487 5.1925 -0.033
H 1.3302 -0.6705 6.0157 0.098
H 0.4650 0.7935 5.5326 0.086
H 2.1587 0.5582 5.0447 0.079
C 3.0670 -1.1168 2.9837 -0.029
H 3.4343 -1.7369 3.8165 0.109
H 3.4733 -0.1076 3.1360 0.073
H 3.4941 -1.5239 2.0599 0.073
C 1.3314 -2.9751 1.1500 -0.054
H 1.6772 -3.8089 1.7864 0.103
H 2.1946 -2.6332 0.5624 0.076
H 0.5775 -3.3806 0.4667 0.070
C -1.6688 0.9602 -3.8002 -0.143
C -1.8511 -0.3530 -3.5934 -0.168
C -1.1053 -1.4380 -4.3077 -0.168
C 0.4107 -1.1753 -4.4870 -0.163
C 1.0766 -0.4809 -3.3240 -0.121
C 1.2560 0.8524 -3.2530 -0.139
C 0.7101 1.8555 -4.2357 -0.167
C -0.7149 1.5802 -4.7856 -0.161
H -1.5410 -1.6158 -5.3039 0.130
H 0.5799 -0.6448 -5.4405 0.114
H -1.2364 -2.3750 -3.7484 0.112
H -0.6470 1.0082 -5.7200 0.113
H -2.3871 1.6665 -3.3694 0.108
H -2.7430 -0.6828 -3.0608 0.097
H -1.1329 2.5564 -5.0716 0.120
H 0.7103 2.8483 -3.7497 0.110
H 2.0499 1.2674 -2.6319 0.080
H 1.3917 1.9581 -5.0992 0.131
H 0.8928 -2.1590 -4.6130 0.121
H 1.6360 -1.1520 -2.6633 0.109
P -1.7438 0.6488 -0.4403 0.886
P 1.3441 1.4365 0.5160 0.844
C -0.8193 1.9902 -1.2561 -0.334
C 0.4195 2.6062 -0.5474 -0.313
H -1.5442 2.7710 -1.5289 0.113
H -0.4796 1.5075 -2.1777 0.016
H 1.1315 2.9796 -1.2972 0.087
H 0.1050 3.4485 0.0795 0.093
C 2.0765 2.3944 1.8270 -0.205
H 2.5262 1.7287 2.5678 0.039
H 1.3073 2.9998 2.3119 0.059
H 2.8482 3.0341 1.3845 0.069
C 2.7322 0.6823 -0.3718 -0.220
H 3.2761 1.4839 -0.8913 0.062
H 2.3778 -0.0601 -1.0988 0.020
H 3.3944 0.1796 0.3444 0.053
C -3.5018 0.6322 -0.5920 -0.182
H -3.8920 -0.2525 -0.0678 0.079
H -3.7757 0.5866 -1.6528 0.052
H -3.9156 1.5330 -0.1213 0.077
C -1.0537 -0.9665 -1.0404 -0.239
H -0.4126 -1.6237 -0.3833 0.046
H -0.4584 -0.7847 -1.9352 0.012
H -1.9343 -1.5891 -1.2715 0.090
F -0.6719 1.7923 3.0416 0.018
C -1.3747 1.3634 1.9267 -0.500
F -2.5610 0.8477 2.4674 0.018
F -1.7848 2.5880 1.3589 -0.019

---

Record 4
96
Properties=species:S:1:pos:R:3:lowdin_charge:R:1 method="wB97M-V/def2-TZVPD" gap_ev=6.0 charge=-1 e_above_lowest_kcal_mol=41.3
Tl -1.1304 -0.9905 -2.1335 0.778
O -3.1277 -1.8335 -0.6092 -0.260
C -3.3201 -1.3438 0.7649 -0.210
C -3.7519 -2.4374 1.6974 -0.184
C -4.6941 -3.4693 1.0610 -0.141
C -5.8833 -2.7659 0.4738 -0.307
C -6.5021 -1.6351 1.0780 -0.027
C -7.5248 -0.9728 0.4271 -0.086
C -7.8795 -1.4532 -0.8147 -0.096
C -7.2532 -2.5858 -1.3507 -0.127
N -6.2367 -3.2051 -0.7173 0.105
H -3.8651 -1.5057 -1.1713 0.039
H -3.9385 -0.4288 0.7772 0.092
H -2.3579 -1.0266 1.1344 0.083
H -4.2073 -2.0356 2.5963 0.103
H -2.9124 -3.0552 2.0868 0.105
H -5.0240 -4.2914 1.7214 0.118
H -4.2073 -3.9852 0.1576 0.129
H -6.2528 -1.3548 2.0921 0.107
H -7.9902 -0.1220 0.9029 0.103
H -8.6793 -1.0415 -1.4442 0.100
H -7.6968 -3.0080 -2.3046 0.118
Te 3.3565 2.6605 -0.9923 1.280
C 4.4321 2.8785 0.8014 -0.550
C 4.0129 2.3032 1.9836 -0.167
C 4.8328 2.4366 3.0667 -0.184
N 5.9879 3.1440 3.1760 0.048
C 6.3801 3.6553 2.0135 -0.184
C 5.6708 3.5657 0.8216 -0.129
C 2.0358 1.1275 -0.4910 -1.022
P 2.6453 -0.4603 0.0261 0.913
C 4.4541 -0.2839 0.5008 -0.408
C 4.7152 -0.7081 1.7520 -0.176
C 5.9889 -0.8006 2.3053 -0.055
C 7.0730 -0.4313 1.4367 -0.080
C 6.8100 0.0538 0.1792 -0.102
C 5.5178 0.0524 -0.2894 -0.147
C 2.9600 -1.4871 -1.4723 -0.363
C 3.2479 -0.9144 -2.7279 -0.099
C 3.5608 -1.7916 -3.7572 -0.131
C 3.6166 -3.1250 -3.6122 -0.130
C 3.4456 -3.6661 -2.3541 -0.091
C 3.1111 -2.8592 -1.2707 -0.099
P 0.2782 1.1624 -0.6972 0.782
C -0.5370 1.5389 0.8943 -0.314
C -0.0560 0.8168 2.0822 -0.101
C -0.8344 0.7590 3.2274 -0.089
C -2.0331 1.4455 3.2925 -0.115
C -2.4248 2.2174 2.2358 -0.116
C -1.7345 2.2179 1.0175 -0.119
C 0.1052 2.7048 -1.6833 -0.401
C 0.0659 4.0005 -1.1207 -0.113
C 0.0021 5.0967 -1.9672 -0.092
C 0.1049 4.9441 -3.3434 -0.091
C 0.2467 3.6564 -3.8920 -0.108
C 0.2212 2.5555 -3.0869 -0.139
H 3.0753 1.6903 2.1724 0.113
H 4.5534 1.8853 4.0417 0.124
H 7.3225 4.1311 2.0586 0.082
H 6.1177 3.8956 -0.0661 0.068
H 3.8451 -1.0318 2.3161 0.086
H 6.1476 -1.1943 3.3064 0.096
H 8.1042 -0.5235 1.7424 0.089
H 7.5643 0.4639 -0.5563 0.125
H 5.3408 0.2993 -1.3620 0.090
H 3.0564 0.1677 -2.9140 0.088
H 3.5208 -1.3430 -4.8257 0.132
H 3.7259 -3.7658 -4.5022 0.109
H 3.4992 -4.7205 -2.1164 0.098
H 2.9273 -3.3755 -0.3722 0.083
H 0.7941 0.2948 2.1404 0.005
H -0.4577 0.2310 4.0897 0.101
H -2.6353 1.4800 4.1457 0.080
H -3.3802 2.8362 2.3865 0.115
H -2.2979 2.6175 0.1959 0.067
H 0.0705 4.0679 -0.0776 0.085
H -0.0600 6.0737 -1.5514 0.091
H 0.1473 5.7597 -4.0847 0.102
H 0.5159 3.4836 -4.9820 0.122
H 0.1786 1.5741 -3.5522 0.083
I -0.7232 -6.2536 1.7422 0.848
C -0.4311 -4.2940 1.2794 -0.789
C 0.3446 -3.3482 1.9210 -0.177
N 0.2204 -2.1909 1.2913 -0.030
N -0.5196 -2.2733 0.1988 -0.051
C -0.9354 -3.5182 0.1697 -0.230
H 0.8492 -3.4179 2.8385 0.103
H 0.7651 -1.2575 1.3710 0.075
H -1.5993 -3.8820 -0.6128 0.107
Cl -6.5835 2.0733 -2.4609 0.588
C -4.9772 2.0813 -1.7555 -1.407
Cl -4.2164 3.6614 -2.1486 0.568
Cl -5.1027 1.9984 0.0816 0.594
C -4.0717 0.8398 -1.9682 -0.840
O -4.6471 -0.2571 -2.2414 -0.067
O -2.8722 1.1222 -1.8191 -0.179

---

We obtain molar mass values of 311.242, 190.222, 514.557, 1285.996 g/mol for the records listed above, in that order.
We obtain total energy values of -51915.220, -17186.983, -81764.073, -133542.046 eV for the records listed above, in that order.
We obtain maximum force values of 2.5, 5.7, 5.7, 5.3 eV/A for the records listed above, in that order.